43
Properties=species:S:1:pos:R:3 method="wB97M-V/def2-TZVPD" largest_force_ev_per_a=8.0 charge=+1 lumo_ev="-4.104 / -4.103" orbital_gap_ev="7.03 / 7.03" molar_mass_g_mol=474.41
Au 0.000 0.000 0.000
N -0.909 0.286 -6.062
C -0.798 0.145 -4.673
C 0.122 -0.744 -4.126
C 0.301 -0.759 -2.751
N -0.341 0.069 -1.901
C -1.186 0.961 -2.458
C -1.429 1.048 -3.821
H -0.685 -0.556 -6.585
H -1.780 0.708 -6.369
H 0.695 -1.418 -4.752
H 0.997 -1.451 -2.287
H -1.673 1.636 -1.761
H -2.098 1.810 -4.201
N -1.023 1.625 0.242
C -0.395 2.817 -0.161
C 0.990 2.936 -0.035
C 1.628 4.147 -0.314
C 0.875 5.261 -0.678
C -0.513 5.167 -0.752
C -1.146 3.952 -0.478
H -1.963 1.535 -0.170
H -1.333 1.699 1.222
H 1.579 2.073 0.263
H 2.709 4.217 -0.240
H 1.370 6.205 -0.892
H -1.104 6.040 -1.015
H -2.231 3.902 -0.520
C 2.252 0.685 3.758
Si 0.602 -0.122 3.356
C 0.651 -1.904 3.951
C -0.748 0.784 4.300
O 0.310 -0.063 1.727
H 2.448 0.647 4.833
H 2.254 1.733 3.444
H 3.068 0.170 3.242
H 0.844 -1.946 5.027
H 1.441 -2.460 3.438
H -0.303 -2.402 3.753
H -0.557 0.747 5.376
H -1.724 0.328 4.107
H -0.793 1.834 3.995
H -1.342 -0.875 0.209